{
  "formula": "C5H8OSi",
  "method": "ωB97M-V/def2-TZVPD",
  "symbols": ["C", "C", "C", "C", "C", "O", "Si", "H", "H", "H", "H", "H", "H", "H", "H"],
  "positions_angstrom": [[1.371, 0.640, -1.381], [2.268, 0.937, -0.171], [0.005, 0.733, -1.373], [1.602, 0.999, 0.985], [-1.380, -1.042, 0.877], [-0.897, -1.998, 0.001], [-0.755, 0.637, 0.304], [1.808, 0.553, -2.378], [3.389, 0.845, -0.179], [-0.573, 0.456, -2.238], [2.057, 1.217, 1.927], [-1.025, -1.172, 1.887], [-2.486, -1.130, 0.951], [-1.372, -2.710, 0.268], [-1.266, 1.529, 1.364]],
  "atomic_forces_ev_per_a": [[-0.2, 1.4, 0.0], [-0.7, -1.3, -0.2], [0.6, -0.6, 0.7], [-2.8, -0.5, -1.5], [-0.9, 1.5, -0.1], [2.1, 1.8, -1.4], [3.9, 0.5, 2.3], [0.2, -0.3, 0.3], [-1.2, 0.5, -0.6], [0.2, 0.1, -0.4], [0.3, 0.0, 0.5], [0.3, 0.0, 0.6], [0.3, 0.5, -0.1], [-1.7, -4.0, 0.5], [-0.5, 0.6, -0.7]],
  "total_charge": 0,
  "orbital_gap_ev": 9.04,
  "energy_ev": -15235.6271,
  "de_lowest_ev": 3.333,
  "spin_multiplicity": 1,
  "homo_energy_ev": -8.56
}